1.
# C12H30F5N3O4TeZr

A structure of composition C12H30F5N3O4TeZr (ωB97M-V/def2-TZVPD, the Open Molecules 2025 dataset).

Positions of all 56 atoms, in Å:
Te 0.243 -3.890 -0.792
Zr 0.500 -0.830 -0.592
F 1.795 -2.579 -0.781
F -0.225 -2.340 -2.013
F -1.301 -4.740 -1.158
F 1.077 -4.994 0.361
F 1.078 -4.570 -2.236
O 0.794 -0.011 -2.648
O 1.415 -0.703 1.438
O 2.529 0.001 -0.810
O -0.356 -2.614 0.382
N -3.371 2.403 2.753
N -1.854 -0.507 -0.616
N 0.217 1.534 -0.228
C -0.967 2.240 1.911
C -2.659 0.524 0.136
C -2.536 0.268 1.653
C -0.917 2.343 0.371
C 3.126 0.120 -2.155
C 3.484 -0.261 0.273
C -2.169 1.489 2.494
C 1.214 -1.620 2.599
C -2.217 1.917 -0.285
C -0.186 0.032 -3.761
C 2.121 -0.436 -3.129
C 2.717 -0.010 1.537
H -3.426 -0.234 2.037
H 1.090 1.865 0.185
H -2.145 -0.443 -1.596
H 3.340 1.175 -2.316
H -3.115 3.174 3.383
H -1.919 1.156 3.501
H 0.200 0.731 -4.499
H 1.919 -2.442 2.506
H -4.125 1.889 3.225
H -0.885 3.238 2.347
H -1.117 0.413 -3.352
H 4.048 -0.461 -2.182
H 0.193 -1.975 2.558
H -3.696 0.375 -0.169
H -0.087 1.706 2.280
H -2.145 1.982 -1.375
H 3.257 -0.398 2.398
H 2.511 1.047 1.704
H -1.721 -0.441 1.845
H -2.192 -1.431 -0.336
H 2.122 -1.526 -3.184
H 0.296 1.862 -1.195
H 3.839 -1.286 0.174
H -0.708 3.379 0.103
H -0.305 -0.967 -4.171
H 1.398 -1.038 3.497
H -2.998 2.645 -0.050
H -3.781 2.829 1.918
H 2.287 -0.028 -4.126
H 4.315 0.439 0.183

## Properties
Molar mass in g mol⁻¹: 594.20
DFT total energy in Eh: -1753.46103
Net charge: +4
ΔE to the lowest compared entry with this formula, charge and spin in kcal per mole: 0.0

***

2.
# C23H27IrN7S

A structure of composition C23H27IrN7S (ωB97M-V/def2-TZVPD, the Open Molecules 2025 dataset).

Positions of all 59 atoms, in Å:
Ir 0.221 0.015 0.049
S 4.997 0.723 0.199
N 3.217 2.543 1.102
N -1.201 1.415 0.010
N -1.055 -1.615 0.007
N 0.026 -0.308 2.087
N 0.141 -0.310 -2.000
N 2.422 0.460 0.305
N 2.865 -0.663 -0.170
C -0.985 -2.360 1.303
C -0.546 -2.430 -1.138
C -1.597 3.695 -0.577
C -0.642 -1.871 3.755
C -0.159 -1.038 -4.648
C -2.450 -1.146 -0.284
C -0.229 -1.004 4.753
C 4.781 -3.164 0.001
C 0.268 0.243 -4.316
C -2.919 -0.120 0.734
C 0.284 0.243 4.399
C -0.292 -1.546 -2.321
C -0.518 -1.488 2.431
C 4.946 -1.867 -0.832
C -2.954 3.525 -0.310
C -3.403 2.289 0.120
C 0.415 0.570 -2.985
C -0.443 -1.944 -3.632
C -0.757 2.623 -0.407
C 3.437 1.366 0.592
C 0.403 0.549 3.064
C -2.513 1.238 0.280
C 4.222 -0.721 -0.287
H 4.549 -2.041 -1.844
H 3.747 -3.350 0.283
H -3.132 -2.000 -0.289
H 0.304 2.707 -0.616
H -0.302 -3.205 1.197
H 0.393 -2.901 -0.834
H -2.448 -0.738 -1.294
H -0.784 -2.947 -3.859
H -0.276 -1.327 -5.684
H 6.000 -1.621 -0.966
H -4.450 2.128 0.339
H 0.794 1.505 2.747
H -1.077 -2.832 3.999
H 5.162 -3.996 -0.586
H -0.313 -1.288 5.795
H -3.998 -0.187 0.862
H -2.498 -0.302 1.722
H 2.282 2.861 1.330
H -1.199 4.641 -0.918
H 5.385 -3.104 0.905
H -3.648 4.344 -0.450
H 0.760 1.551 -2.686
H 0.582 0.962 5.149
H -1.967 -2.779 1.527
H 0.479 0.981 -5.077
H -1.252 -3.231 -1.369
H 3.976 3.196 1.291

## Properties
Molar mass in g mol⁻¹: 625.80
Multiplicity: 2
DFT total energy in Eh: -1776.95616
Net charge: +4
Expectation value of S²: 0.763
ΔE to the lowest compared entry with this formula, charge and spin in kcal per mole: 5.5

***

3.
# C7H5Cl2NO2S

A cluster of 3 separate species, C7H5Cl2NO2S in total (ωB97M-V/def2-TZVPD, the Open Molecules 2025 dataset).

Positions of all 18 atoms, in Å:
Cl -3.265 -0.689 -1.727
Cl 0.031 2.237 -2.104
S -1.705 -2.381 2.171
O -0.655 1.946 0.879
O -2.901 1.706 0.688
N -0.272 -0.919 0.369
C -2.110 0.440 -1.912
C -0.814 -1.638 1.181
C 1.773 -1.065 -1.017
C 1.134 -0.737 0.116
C 1.753 0.014 1.127
C -1.101 1.073 -2.080
C -1.771 1.776 0.750
H 1.676 1.030 1.146
H 2.693 -0.570 -1.228
H 1.240 -1.767 -1.671
H 1.487 -0.257 2.089
H 2.808 -0.200 1.223

## Properties
SMILES string: C=C(C)N=C=S.ClC#CCl.O=C=O
Molar mass in g mol⁻¹: 238.10
DFT total energy in Eh: -1793.42763
Net charge: 0
ΔE to the lowest compared entry with this formula, charge and spin in kcal per mole: 8.8

***

4.
# C14H11MgN2O5S3

A structure of composition C14H11MgN2O5S3 (ωB97M-V/def2-TZVPD, the Open Molecules 2025 dataset).

Positions of all 36 atoms, in Å:
S 0.603 -0.910 3.509
S 2.784 -2.987 3.033
S 2.121 -2.058 5.744
Mg 0.538 -0.525 1.073
O -0.977 -1.705 0.221
O -3.037 -1.676 -0.716
O 2.094 -1.655 0.585
O 1.212 1.652 1.560
O 0.428 3.668 2.151
N -1.128 0.803 0.841
N 1.050 -0.133 -1.223
C 0.302 2.441 1.643
C 1.440 -1.328 -1.664
C -3.332 1.082 0.054
C 2.049 -2.274 -0.655
C -2.211 0.288 0.288
C 0.286 0.413 -3.423
C -2.083 -1.194 -0.113
C 0.485 0.709 -2.091
C -1.065 2.091 1.157
C 0.688 -0.838 -3.881
C -2.127 2.953 0.973
C 1.892 -1.945 4.098
C -3.287 2.417 0.412
C 1.273 -1.714 -2.993
H 3.053 -2.553 -1.003
H 0.534 -1.121 -4.914
H 1.339 3.750 2.474
H -2.052 3.995 1.246
H 2.456 -2.235 1.482
H -0.180 1.134 -4.080
H -4.147 3.054 0.248
H 1.586 -2.704 -3.301
H 1.435 -3.185 -0.643
H -4.197 0.624 -0.405
H 0.172 1.667 -1.688

## Properties
Molar mass in g mol⁻¹: 407.76
DFT total energy in Eh: -2420.73054
Net charge: -1
ΔE to the lowest compared entry with this formula, charge and spin in kcal per mole: 1.6

***

5.
# CH2O2

A cluster of 2 separate species, CH2O2 in total (ωB97M-V/def2-TZVPD, the Open Molecules 2025 dataset).

Positions of all 5 atoms, in Å:
O 10.875 0.199 0.926
O 10.785 0.217 -1.382
C 10.831 0.206 -0.231
H -16.352 -0.255 -0.002
H -16.139 -0.366 0.689

## Properties
SMILES string: [H][H].O=C=O
Molar mass in g mol⁻¹: 46.03
DFT total energy in Eh: -189.78508
Net charge: 0
ΔE to the lowest compared entry with this formula, charge and spin in kcal per mole: 2.3

***

6.
# C17H32N6

A structure of composition C17H32N6 (ωB97M-V/def2-TZVPD, the Open Molecules 2025 dataset).

Positions of all 55 atoms, in Å:
N -0.180 -0.762 -0.358
N -3.260 0.093 2.153
N -2.689 0.722 0.340
N -3.394 1.092 1.407
N 2.716 -0.786 -0.511
N -2.667 -1.040 1.860
C 2.038 -0.437 -1.748
C -1.458 -1.505 -0.639
C 4.228 1.356 -0.450
C -1.792 1.471 -1.667
C 0.561 -1.009 0.808
C -1.469 -2.826 -0.125
C -2.980 -3.329 -0.310
C 4.049 -0.239 -0.605
C 5.844 0.349 1.274
C -2.312 -0.587 0.536
C 4.860 1.663 1.198
C 0.673 -1.120 -1.889
C 4.900 -0.869 0.556
C -4.213 1.774 -1.194
C 1.939 0.042 0.566
C -2.830 1.964 -0.698
C -2.610 3.221 -0.167
H 1.630 0.974 0.485
H 5.895 0.329 2.394
H -2.078 0.671 -2.399
H -2.625 3.899 -0.931
H 2.435 -0.229 1.399
H 0.066 -0.685 1.612
H 4.525 -0.548 -1.516
H 6.584 0.521 0.570
H -1.231 -2.858 0.908
H -1.467 2.521 -2.432
H 3.351 1.966 -0.767
H 1.711 0.685 -2.046
H -3.181 -3.259 -1.326
H -4.924 2.064 -0.485
H 0.947 -1.910 0.809
H 5.292 2.711 1.097
H -4.388 2.557 -1.951
H -1.474 3.245 0.374
H -3.030 -4.472 -0.063
H -1.879 -1.141 -1.541
H 5.003 1.969 -1.179
H 0.986 -2.300 -1.579
H 4.468 -1.237 1.279
H 2.692 -0.973 -2.533
H -0.031 -1.112 -2.520
H -0.741 1.044 -1.292
H 5.482 -1.456 0.064
H 4.060 1.689 1.707
H -0.851 -3.420 -0.743
H -3.563 -2.738 0.124
H -3.184 3.115 0.634
H -4.445 0.737 -1.813

## Properties
Molar mass in g mol⁻¹: 320.48
DFT total energy in Eh: -994.90187
Net charge: 0